C26H18ClN8O4S2Ta | ωB97M-V with the def2-TZVPD basis set

The geometry in XYZ format:
```
60
Properties=species:S:1:pos:R:3:mulliken_charge:R:1
Ta -1.1747 0.9194 -1.1520 0.73
Cl -3.4092 0.1335 -2.2080 1.86
S -1.3752 3.2563 -0.7761 -0.18
S -0.1592 1.6070 -3.2751 -0.36
O -2.2157 -0.6659 -2.5422 -0.54
O -3.2556 0.2578 -0.7110 -0.55
O -3.0232 1.4817 -2.6139 -0.53
O -4.6223 -0.3475 -2.6442 -0.47
N 2.5269 -2.2908 0.7940 -0.15
N 0.2007 1.3864 1.6020 -0.96
N -2.6396 6.1043 -2.7587 -0.30
N -0.9351 1.2793 1.1009 1.34
N 4.4355 -1.4208 1.9032 -0.51
N -1.2173 3.9599 -5.8913 -0.28
N 1.0194 0.9797 -0.5866 0.15
N -0.7861 -1.0948 -0.2818 0.34
C -2.1282 5.0883 -2.6096 -0.37
C 0.1860 -1.8194 -0.8482 0.43
C 2.0903 0.8257 -1.3793 -0.09
C -1.1306 3.5974 -4.8065 -0.34
C 3.3230 -2.8987 -0.1026 1.12
C 3.3910 1.0136 -0.9375 -1.20
C -3.2535 1.8026 1.6683 -0.13
C -1.4926 3.8247 -2.4243 0.93
C 0.3119 -3.1891 -0.6886 0.27
C -0.6415 -3.8347 0.0897 -0.36
C -1.7703 0.8254 3.3372 -0.23
C -1.6267 -3.0859 0.7191 -1.27
C 1.2692 1.2872 0.7064 0.20
C 2.5296 1.5218 1.2206 -0.51
C -1.6752 -1.7249 0.5149 -0.01
C 1.4046 -3.9133 -1.3652 -1.27
C -4.2683 1.8482 2.6112 -1.11
C 3.6220 1.3944 0.3738 -0.36
C -2.8000 0.8622 4.2568 -0.80
C 4.7059 -2.7892 -0.0219 -0.73
C 5.2193 -2.0112 1.0046 -0.29
C -2.0109 1.2965 2.0452 0.49
C -4.0437 1.3740 3.8980 -0.47
C 2.7075 -3.7388 -1.1434 -0.78
C -1.0020 3.1171 -3.4684 0.90
C 3.1345 -1.6168 1.7571 -0.49
H 2.4964 -1.1843 2.5207 0.65
H -0.8027 0.4246 3.6052 0.53
H 0.9016 -1.3011 -1.4754 0.50
H -2.6341 0.4918 5.2587 0.43
H 1.9146 0.5616 -2.4124 0.65
H -2.4366 -1.1165 0.9835 0.48
H 5.3552 -3.2886 -0.7255 0.43
H 2.6276 1.7848 2.2634 0.61
H -5.2290 2.2616 2.3410 0.44
H 3.4001 -4.3181 -1.7413 0.41
H 4.2014 0.8764 -1.6382 0.52
H -0.5980 -4.9073 0.2259 0.57
H -4.8403 1.4028 4.6277 0.44
H 6.2866 -1.8657 1.1173 0.45
H -3.4250 2.2085 0.6822 0.27
H -2.3609 -3.5519 1.3593 0.49
H 4.6238 1.5702 0.7389 0.49
H 1.0989 -4.6512 -2.0975 0.51
```

Total charge: +2
E_tot, eV: -83085.8698
Highest occupied orbital energy, hartree: -0.5477
Lowest unoccupied orbital energy, eV: -8.430


H4S4 | ωB97M-V with the def2-TZVPD basis set

The geometry in XYZ format:
```
8
Properties=species:S:1:pos:R:3:mulliken_charge:R:1
S 1.5052 -0.7354 1.0805 -0.20
S -2.3567 0.0664 -1.2273 -0.14
S 1.8428 0.4749 -0.6026 -0.15
S -1.9897 0.8024 0.6453 -0.10
H -0.7237 0.5680 1.0203 0.09
H -1.5202 -0.9829 -1.2693 0.14
H 1.7025 1.6514 0.0227 0.17
H 1.5397 -1.8450 0.3303 0.18
```

SMILES string: SS.SS
ΔE to the lowest compared entry with this formula, charge and spin, kcal per mole: 14.30
E_tot, eV: -43404.9835
Highest occupied orbital energy, hartree: -0.3108
Lowest unoccupied orbital energy, eV: 0.012


Among the records above, which one has the highest E_tot? H4S4


Look up the highest occupied orbital energy of the first one. -0.5477 hartree


What is the formula in the second record? H4S4